Entry from OMol25: a gas-phase ion, C6H14N2O (charge +2) in a non-equilibrium geometry (the ωB97M-V functional and the def2-TZVPD basis).

Output
- Net charge: +2
- HOMO-LUMO gap (alpha / beta): 0.2714 / 0.2767 Ha
- Molecular weight: 130.2 g/mol
- Spin multiplicity: 3

Each atom is followed by the atoms it is bonded to, with distances in Å.
Cartesian coordinates (Å):
1 C -1.606 0.067 -0.228  C2 1.736, C3 1.410, C4 1.440
2 C 0.025 0.561 -0.560  C1 1.736, C4 1.547, C6 1.522, H11 1.169
3 C -2.709 -0.811 -0.265  C1 1.410, N7 1.533, H10 1.090
4 C -1.081 1.342 0.188  C1 1.440, C2 1.547, H12 1.121, H13 1.100
5 C 3.655 -0.203 -0.308  N8 1.477, H14 1.127, H15 1.083, H16 1.024
6 C 1.086 -0.348 0.044  C2 1.522, N8 1.574, O9 1.349, H17 1.212
7 N -4.048 -0.394 0.353  C3 1.533, H18 1.117, H19 1.012, H20 1.028
8 N 2.385 0.526 -0.119  C5 1.477, C6 1.574, H21 1.010, H22 1.032
9 O 0.903 -0.783 1.308  C6 1.349, H23 0.917
10 H -2.555 -1.607 -0.994  C3 1.090
11 H 0.052 0.870 -1.687  C2 1.169
12 H -0.919 1.355 1.298  C4 1.121
13 H -1.520 2.262 -0.225  C4 1.100
14 H 3.523 -0.950 -1.141  C5 1.127
15 H 4.499 0.460 -0.451  C5 1.083
16 H 3.844 -0.750 0.537  C5 1.024
17 H 1.348 -1.122 -0.851  C6 1.212
18 H -4.660 -1.309 0.541  N7 1.117
19 H -4.437 0.317 -0.252  N7 1.012
20 H -3.793 -0.110 1.307  N7 1.028
21 H 2.554 0.978 0.769  N8 1.010
22 H 2.173 1.222 -0.851  N8 1.032
23 H 1.281 -1.571 1.587  O9 0.917

***

Entry from OMol25: a single C6H14N2O2 molecule in a non-equilibrium geometry (the ωB97M-V functional and the def2-TZVPD basis).

Output
- HOMO-LUMO gap: 0.3376 Ha
- Molecular weight: 146.2 g/mol
- SMILES: CNN(O)C(C)(C)C(C)=O
- Spin multiplicity: 1

Each atom is followed by the atoms it is bonded to, with distances in Å.
Cartesian coordinates (Å):
1 C 1.768 -1.126 1.324  N3 1.449, H7 1.094, H8 1.092, H9 1.096
2 C -2.101 -0.463 0.901  C4 1.525, H10 1.090, H11 1.091, H12 1.093
3 N 0.486 -1.367 0.695  C1 1.449, H6 1.015, N17 1.727
4 C -0.738 0.219 0.900  C2 1.525, O5 1.243, C15 1.657
5 O -0.482 1.024 1.813  C4 1.243
6 H -0.098 -2.046 1.173  N3 1.015
7 H 1.728 -0.192 1.893  C1 1.094
8 H 2.042 -1.953 1.982  C1 1.092
9 H 2.562 -0.987 0.581  C1 1.096
10 H -2.886 0.294 0.924  C2 1.090
11 H -2.262 -1.112 0.039  C2 1.091
12 H -2.161 -1.083 1.800  C2 1.093
13 C -1.224 0.990 -1.573  C15 1.532, H20 1.095, H21 1.094, H22 1.092
14 C 0.966 1.607 -0.501  C15 1.530, H19 1.090, H23 1.093, H24 1.093
15 C -0.125 0.540 -0.605  C4 1.657, C13 1.532, C14 1.530, N17 1.448
16 O 1.491 -0.824 -1.621  N17 1.393, H18 0.971
17 N 0.284 -0.811 -0.927  N3 1.727, C15 1.448, O16 1.393
18 H 1.532 -1.741 -1.937  O16 0.971
19 H 1.643 1.455 0.339  C14 1.090
20 H -0.790 1.282 -2.534  C13 1.095
21 H -1.763 1.840 -1.143  C13 1.094
22 H -1.955 0.204 -1.771  C13 1.092
23 H 1.585 1.666 -1.401  C14 1.093
24 H 0.499 2.583 -0.352  C14 1.093

***

Entry from OMol25: 2 unconnected molecules or ions with the total composition C6H14N2O2 in a non-equilibrium geometry (the ωB97M-V functional and the def2-TZVPD basis).

Output
- HOMO-LUMO gap: 0.3580 Ha
- Molecular weight: 146.2 g/mol
- SMILES: CNC(C)=O.CNC(C)=O
- Spin multiplicity: 1

Each atom is followed by the atoms it is bonded to, with distances in Å.
Cartesian coordinates (Å):
1 C -1.245 -2.207 -0.734  C3 1.531, H6 1.096, H9 1.080, H10 1.092
2 C 2.033 -0.750 -2.164  N5 1.487, H8 1.097, H11 1.078, H12 1.100
3 C -0.169 -1.247 -1.251  C1 1.531, O4 1.230, N5 1.363
4 O -0.492 -0.075 -1.433  C3 1.230
5 N 1.006 -1.737 -1.738  C2 1.487, C3 1.363, H7 1.003
6 H -1.989 -1.520 -0.315  C1 1.096
7 H 1.393 -2.657 -1.630  N5 1.003
8 H 2.440 -1.132 -3.108  C2 1.097
9 H -1.825 -2.685 -1.510  C1 1.080
10 H -0.708 -2.794 0.014  C1 1.092
11 H 1.627 0.246 -2.242  C2 1.078
12 H 2.820 -0.770 -1.395  C2 1.100
13 C 1.438 1.623 0.934  N17 1.450, H19 1.086, H21 1.103, H22 1.076
14 C -2.246 1.302 1.849  C15 1.547, H20 1.091, H23 1.091, H24 1.095
15 C -0.731 1.530 2.068  C14 1.547, O16 1.213, N17 1.357
16 O -0.400 1.808 3.201  C15 1.213
17 N 0.051 1.206 1.007  C13 1.450, C15 1.357, H18 1.021
18 H -0.405 0.921 0.139  N17 1.021
19 H 2.012 0.963 0.289  C13 1.086
20 H -2.711 1.572 2.798  C14 1.091
21 H 1.453 2.635 0.495  C13 1.103
22 H 1.927 1.678 1.890  C13 1.076
23 H -2.816 1.854 1.101  C14 1.091
24 H -2.465 0.235 1.737  C14 1.095